{"formula": "C28H63Cl2N8O10", "method": "ωB97M-V/def2-TZVPD", "elements": ["C", "C", "O", "O", "H", "H", "H", "C", "C", "O", "N", "C", "H", "H", "H", "H", "H", "H", "H", "C", "C", "O", "N", "C", "H", "H", "H", "H", "H", "H", "H", "C", "C", "O", "N", "C", "H", "H", "H", "H", "H", "H", "H", "C", "C", "O", "N", "C", "H", "H", "H", "H", "H", "H", "H", "C", "C", "O", "N", "C", "H", "H", "H", "H", "H", "H", "H", "C", "C", "O", "N", "C", "H", "H", "H", "H", "H", "H", "H", "C", "C", "O", "N", "C", "H", "H", "H", "H", "H", "H", "H", "C", "C", "O", "N", "C", "H", "H", "H", "H", "H", "H", "H", "Cl", "C", "C", "Cl", "H", "H", "H", "H"], "xyz": [[0.06746, -1.27082, -0.03035], [-0.04054, 0.18395, -0.39778], [-0.47713, 0.44352, -1.54888], [0.36499, 1.05575, 0.43826], [0.90836, -1.75474, -0.52715], [-0.82397, -1.85016, -0.27079], [0.22448, -1.40582, 1.03980], [5.98520, 5.45970, 5.64623], [4.94795, 5.74795, 4.53528], [3.94535, 6.39016, 4.84354], [5.12534, 5.29925, 3.30120], [4.20847, 5.23358, 2.16439], [6.66033, 6.29494, 5.83249], [6.59074, 4.60127, 5.35550], [5.56003, 5.12382, 6.59202], [6.01692, 4.98148, 2.94877], [4.31210, 6.12441, 1.54489], [3.18823, 5.01918, 2.48256], [4.62695, 4.42711, 1.56223], [-4.30292, 2.71235, 1.29780], [-3.98935, 3.74167, 2.31999], [-4.90979, 4.14461, 3.06669], [-2.70081, 4.12587, 2.34695], [-2.13202, 5.11167, 3.25292], [-4.08707, 1.74697, 1.75558], [-3.86253, 2.79665, 0.30430], [-5.37846, 2.86080, 1.20162], [-2.05270, 3.67944, 1.71389], [-1.39522, 5.66106, 2.66691], [-1.59552, 4.64420, 4.07860], [-2.92624, 5.70755, 3.70266], [-1.65040, -5.59278, 3.21307], [-1.86428, -5.96211, 1.74606], [-1.02803, -6.59029, 1.05971], [-3.03899, -5.57078, 1.26883], [-3.52863, -6.01094, -0.05393], [-2.62111, -5.74771, 3.68404], [-1.45597, -4.52046, 3.19217], [-0.85444, -6.19037, 3.65740], [-3.62264, -4.93440, 1.79273], [-3.38502, -7.08223, -0.19471], [-2.96860, -5.50045, -0.83742], [-4.57696, -5.71280, -0.06901], [-2.70599, 2.92484, -6.76481], [-2.02846, 1.96276, -7.68525], [-2.14570, 2.00810, -8.89083], [-1.24829, 1.10666, -7.11817], [-0.39103, 0.10528, -7.79631], [-3.76705, 2.68327, -6.82712], [-2.52520, 3.95873, -7.05890], [-2.39970, 2.80793, -5.72528], [-1.22452, 1.10376, -6.10846], [0.05165, 0.51063, -8.70616], [-0.88621, -0.84268, -8.00673], [0.40377, -0.14697, -7.09434], [-0.79715, 0.45421, 5.74839], [0.60938, 0.02826, 5.94138], [0.97781, -0.67679, 6.92984], [1.36469, 0.50070, 4.92032], [2.79000, 0.22171, 4.88891], [-1.11016, 0.06959, 4.77773], [-0.98929, 1.52694, 5.76912], [-1.37738, 0.06696, 6.58593], [0.91271, 0.97376, 4.15088], [3.32095, 0.65998, 5.73395], [3.24704, 0.55034, 3.95552], [2.93056, -0.84977, 5.03130], [2.54620, 3.57272, -5.03963], [1.79614, 4.80398, -4.72976], [1.91140, 5.83531, -5.44916], [1.13579, 4.90363, -3.59137], [0.41999, 5.99647, -2.98244], [2.31893, 2.70047, -4.42674], [3.59033, 3.85422, -4.90313], [2.40294, 3.27927, -6.07956], [1.02403, 4.01851, -3.11789], [0.78885, 6.13708, -1.96643], [-0.64583, 5.76848, -2.99461], [0.54951, 6.94069, -3.51137], [-8.18748, 0.04548, -3.11651], [-7.81303, -1.38091, -3.51265], [-8.66222, -2.21471, -3.80323], [-6.57209, -1.79922, -3.51149], [-5.31755, -0.98135, -3.35620], [-7.37246, 0.55370, -2.60120], [-9.06175, -0.02833, -2.46973], [-8.40959, 0.61388, -4.01966], [-6.45003, -2.78322, -3.70370], [-5.21837, -0.77812, -2.28991], [-5.32888, -0.03671, -3.89994], [-4.52854, -1.60514, -3.77623], [4.70395, -4.98557, 3.16237], [5.97390, -4.50339, 3.83797], [6.62176, -3.68563, 3.20359], [6.33780, -4.95427, 5.04413], [7.54289, -4.73234, 5.69069], [4.22414, -4.32916, 2.43641], [3.95650, -5.21648, 3.92139], [4.85398, -5.91406, 2.61147], [5.60852, -5.51147, 5.46576], [7.99753, -5.69697, 5.91628], [7.25499, -4.26097, 6.63039], [8.18588, -4.14822, 5.03231], [1.10538, -7.76116, -5.23754], [0.81012, -6.81651, -3.78771], [0.82273, -5.30826, -4.11955], [2.46787, -4.90106, -4.69299], [1.55900, -7.02808, -3.02448], [-0.14793, -7.18465, -3.42068], [0.60495, -4.72792, -3.22296], [0.12376, -5.08027, -4.92425]], "forces_ev_per_angstrom": [[0.00, -1.02, 0.88], [0.31, 2.03, -0.37], [-0.10, -0.31, 0.13], [-0.36, -0.95, -0.17], [0.06, 0.13, -0.21], [-0.13, 0.15, -0.33], [0.13, 0.15, 0.12], [0.52, -0.93, -1.02], [-1.17, 1.41, 2.33], [0.13, -0.39, -0.24], [1.32, -1.15, -1.85], [0.38, 0.21, 0.31], [-0.23, 0.12, -0.11], [0.35, 0.05, -0.20], [-0.60, 0.50, -0.23], [0.22, -0.05, 1.11], [-0.54, 0.22, 0.14], [0.13, 0.19, -0.17], [-0.55, -0.19, -0.08], [-1.07, -0.23, -0.26], [-1.05, 0.72, 0.90], [1.99, -0.17, -0.80], [0.20, 0.37, 0.48], [0.04, -0.49, -0.08], [-0.08, -0.17, -0.31], [0.42, 0.06, 0.28], [-0.06, -0.60, -0.23], [-0.22, -0.08, 0.00], [-0.22, 0.48, 0.28], [0.03, -0.18, 0.06], [0.11, 0.18, -0.39], [-0.45, 0.02, -1.08], [2.50, -1.34, -0.17], [-1.54, 0.90, 1.10], [-1.32, -0.14, -1.22], [0.43, 0.81, 0.71], [0.24, -0.04, 0.48], [0.34, 0.00, 0.47], [-0.13, 0.30, -0.06], [0.19, -0.30, 0.00], [-0.15, 0.07, 0.22], [-0.13, 0.02, -0.11], [0.04, -0.27, -0.37], [-0.55, 0.08, 0.50], [-0.71, 1.81, -1.31], [-0.52, 0.27, -1.28], [2.52, -3.13, 2.01], [-0.14, 0.45, 0.63], [-0.13, 0.36, 0.03], [-0.11, -0.17, -0.18], [0.02, 0.00, 0.01], [0.17, -0.10, -0.18], [-0.25, 0.06, 0.09], [-0.38, 0.22, -0.19], [0.09, 0.16, -0.06], [-1.25, -0.19, 0.68], [0.59, -0.66, 1.64], [-0.28, 1.88, -2.83], [1.09, -0.50, 0.80], [0.08, -0.41, 0.10], [-0.45, -0.04, 0.13], [0.50, 0.12, -0.19], [-0.19, -0.32, -0.35], [0.16, -0.11, 0.13], [-0.15, 0.38, -0.01], [-0.21, -0.06, 0.07], [0.09, -0.10, -0.31], [0.27, -0.92, -0.24], [0.34, 4.28, -1.94], [-0.06, -1.94, 0.60], [-0.56, -1.93, 1.52], [-0.04, 0.46, -0.40], [-0.04, 0.15, 0.21], [0.09, -0.23, -0.07], [0.02, 0.24, 0.00], [-0.05, 0.08, 0.29], [-0.21, -0.07, 0.06], [-0.04, 0.06, 0.28], [0.25, -0.29, -0.23], [0.65, -0.48, -0.14], [-1.99, -0.24, -0.05], [-1.06, 0.27, 0.03], [3.65, 0.95, -0.02], [-1.35, -0.94, 0.16], [-0.08, 0.01, 0.09], [0.05, 0.13, -0.19], [-0.20, -0.03, 0.05], [-0.17, 0.21, -0.12], [0.64, 0.03, -0.12], [-0.28, -0.14, -0.09], [0.19, 0.26, 0.42], [-0.85, -1.04, 0.94], [-0.09, 1.55, -2.45], [0.91, 0.14, 0.26], [-3.32, -1.47, -1.29], [0.87, 0.02, 1.06], [0.63, 0.52, 0.35], [-0.27, -0.12, 0.04], [0.38, -0.15, 0.15], [0.44, -0.09, 0.32], [0.39, 0.06, 0.06], [0.94, 0.44, 0.18], [-0.03, 0.17, 0.38], [0.26, -0.52, -0.50], [-0.35, 0.80, 0.39], [0.06, -1.04, 0.17], [-0.13, 0.32, 0.09], [0.08, -0.08, -0.24], [-0.07, 0.47, 0.11], [0.06, 0.04, -0.14], [0.08, 0.04, 0.15]], "total_charge": -1, "orbital_gap_ev": 6.79, "e_lumo_ev": 1.67, "energy_ha": -3215.64214}



{"formula": "C28H63F2NO18S2", "method": "ωB97M-V/def2-TZVPD", "elements": ["C", "C", "O", "O", "C", "C", "N", "S", "O", "O", "F", "S", "O", "O", "F", "H", "H", "H", "H", "H", "H", "H", "C", "O", "C", "C", "O", "C", "C", "O", "C", "H", "H", "H", "H", "H", "H", "H", "H", "H", "H", "H", "H", "H", "H", "C", "O", "C", "C", "O", "C", "C", "O", "C", "H", "H", "H", "H", "H", "H", "H", "H", "H", "H", "H", "H", "H", "H", "C", "O", "C", "C", "O", "C", "C", "O", "C", "H", "H", "H", "H", "H", "H", "H", "H", "H", "H", "H", "H", "H", "H", "C", "O", "C", "C", "O", "C", "C", "O", "C", "H", "H", "H", "H", "H", "H", "H", "H", "H", "H", "H", "H", "H", "H"], "xyz": [[-0.50208, 1.99208, -1.78078], [0.41435, 1.50902, -2.86391], [0.27361, 0.46070, -3.39478], [1.47340, 2.29738, -3.21222], [1.17029, 3.66174, -3.51167], [0.56021, 3.77721, -4.90979], [-0.92060, 3.58468, -4.86659], [-1.68202, 5.03974, -4.54197], [-1.72976, 5.88599, -5.67777], [-1.15695, 5.53605, -3.32337], [-3.09028, 4.47383, -4.25542], [-1.55591, 2.65619, -6.15361], [-0.50888, 2.37401, -7.05900], [-2.35023, 1.63868, -5.57870], [-2.51045, 3.66306, -6.82820], [-1.37895, 2.45276, -2.24023], [-0.03122, 2.75660, -1.16424], [-0.82806, 1.14747, -1.18424], [2.13587, 4.16490, -3.54967], [0.54530, 4.11966, -2.75143], [1.02313, 3.00769, -5.51738], [0.82408, 4.75315, -5.32286], [2.56416, 0.36622, 0.65540], [1.61212, 0.68860, 1.64663], [1.40105, -0.33086, 2.60759], [1.34682, 0.21371, 4.01732], [2.57513, 0.69989, 4.52627], [3.10600, 1.91122, 4.01754], [2.33650, 3.16186, 4.37939], [1.10915, 3.25361, 3.67627], [0.03242, 3.74086, 4.44494], [2.12487, -0.28285, -0.11080], [2.87957, 1.29898, 0.18786], [3.44590, -0.12051, 1.08400], [2.18570, -1.09352, 2.54500], [0.44055, -0.81526, 2.38254], [1.08631, -0.62446, 4.66922], [0.55025, 0.95394, 4.12042], [3.27536, 1.85435, 2.94055], [4.08793, 1.99818, 4.48928], [2.95399, 4.02850, 4.10772], [2.16916, 3.18214, 5.46181], [0.01730, 3.29170, 5.44355], [-0.88857, 3.46687, 3.93167], [0.07214, 4.83172, 4.53969], [-2.07537, 8.73890, -6.58158], [-1.69462, 9.83891, -7.38326], [-0.31890, 9.87288, -7.70901], [-0.08002, 10.20629, -9.16496], [-0.46509, 9.20140, -10.08597], [-1.84342, 8.95818, -10.31044], [-2.58749, 10.05714, -11.03530], [-2.78742, 11.19400, -10.21420], [-2.62666, 12.42782, -10.87637], [-1.81523, 8.91231, -5.53101], [-3.15723, 8.63356, -6.66216], [-1.61364, 7.81698, -6.92682], [0.15792, 8.91363, -7.47765], [0.16364, 10.64730, -7.09698], [1.00149, 10.30048, -9.29349], [-0.51554, 11.17421, -9.42166], [-2.35706, 8.67997, -9.38820], [-1.86350, 8.08144, -10.96271], [-3.57134, 9.66405, -11.32488], [-2.03993, 10.32396, -11.94600], [-1.74962, 12.41948, -11.53236], [-2.47865, 13.19250, -10.11487], [-3.51542, 12.68319, -11.46418], [3.80822, -7.94322, 1.03825], [3.34641, -7.26580, 2.18505], [4.28920, -6.38217, 2.76598], [3.67227, -5.05667, 3.15291], [3.28541, -4.22762, 2.07081], [2.15952, -4.58587, 1.28691], [0.82571, -4.48759, 1.99125], [0.66062, -5.51790, 2.94763], [0.04751, -5.11296, 4.15249], [4.45371, -8.78682, 1.30690], [2.93607, -8.32534, 0.50899], [4.35192, -7.27138, 0.36568], [5.12633, -6.20472, 2.08227], [4.68801, -6.85140, 3.67521], [4.44744, -4.48848, 3.67338], [2.85362, -5.19863, 3.86129], [2.28575, -5.56640, 0.82395], [2.14581, -3.85254, 0.47615], [0.02954, -4.58590, 1.24114], [0.74037, -3.49992, 2.45930], [0.43932, -4.15118, 4.50146], [0.27523, -5.86915, 4.90290], [-1.03946, -5.04540, 4.03388], [-3.41502, -7.35114, 9.54449], [-2.34028, -8.10147, 9.02686], [-2.33471, -9.46439, 9.41303], [-2.02407, -10.38909, 8.25699], [-3.03197, -10.48138, 7.26644], [-3.25165, -9.38317, 6.39757], [-2.14568, -9.11021, 5.40307], [-0.99866, -8.56013, 6.02547], [0.22772, -9.04924, 5.52509], [-3.23760, -7.06865, 10.58818], [-3.50030, -6.44412, 8.94701], [-4.36021, -7.89994, 9.47386], [-3.29827, -9.74635, 9.85106], [-1.56058, -9.60334, 10.17940], [-1.95050, -11.39727, 8.67286], [-1.05184, -10.15476, 7.81857], [-3.51099, -8.47894, 6.95178], [-4.13445, -9.66501, 5.81820], [-2.52212, -8.38407, 4.66978], [-1.89729, -10.03709, 4.87471], [0.19760, -10.13353, 5.37459], [0.99737, -8.82803, 6.26388], [0.48942, -8.55766, 4.58133]], "forces_ev_per_angstrom": [[0.01, 0.70, 0.04], [-0.21, 0.30, 0.42], [0.06, -1.11, -0.51], [-0.10, 0.41, -0.16], [0.36, -0.25, -0.22], [0.56, 0.30, 0.84], [-0.21, 0.34, -0.94], [0.50, 0.53, 0.35], [-0.28, -0.39, 0.23], [-0.14, -0.25, -0.03], [-0.06, 0.02, -0.18], [0.30, -1.21, 0.64], [-0.08, 0.21, -0.07], [-0.09, 0.39, -0.17], [-0.12, 0.09, -0.13], [-0.06, -0.11, -0.01], [-0.01, -0.15, 0.17], [0.04, -0.04, 0.02], [-0.04, 0.04, 0.15], [0.04, 0.04, 0.05], [-0.26, -0.04, -0.17], [-0.20, -0.02, -0.18], [-0.18, 0.03, -0.06], [0.24, 0.12, 0.15], [-0.08, -0.07, -0.20], [-0.21, 0.03, 0.08], [0.07, -0.06, 0.08], [0.14, -0.03, -0.08], [-0.03, 0.16, -0.17], [-0.07, -0.27, 0.13], [0.05, 0.06, -0.12], [0.11, -0.06, -0.02], [-0.05, 0.00, -0.04], [-0.02, -0.04, -0.01], [0.04, 0.03, 0.00], [0.02, -0.11, 0.13], [0.03, -0.01, 0.00], [0.06, 0.08, -0.15], [-0.18, 0.05, -0.04], [-0.01, -0.01, 0.02], [0.08, -0.01, 0.15], [-0.04, -0.02, 0.00], [0.00, 0.02, 0.02], [0.01, 0.04, -0.04], [-0.01, 0.00, 0.09], [-0.04, 0.36, -0.03], [-0.08, -0.15, -0.20], [-0.04, 0.09, 0.19], [0.05, 0.17, -0.05], [0.08, -0.07, -0.06], [-0.05, -0.16, 0.05], [-0.22, 0.05, 0.07], [0.32, 0.01, 0.03], [-0.12, -0.04, 0.06], [0.04, -0.13, 0.01], [0.00, 0.05, 0.04], [0.08, -0.04, -0.03], [-0.03, -0.03, -0.03], [0.13, -0.06, -0.03], [0.00, -0.02, 0.00], [-0.16, -0.05, 0.08], [-0.03, 0.19, 0.05], [0.02, 0.01, -0.01], [0.06, -0.06, -0.14], [0.03, 0.03, 0.02], [-0.01, 0.00, -0.03], [-0.06, 0.00, 0.02], [0.05, 0.02, -0.07], [-0.04, -0.07, 0.10], [-0.08, 0.22, -0.16], [0.01, -0.20, 0.06], [-0.06, 0.05, 0.18], [0.06, 0.11, -0.04], [0.03, -0.02, -0.19], [-0.18, -0.17, -0.01], [0.28, 0.09, 0.16], [-0.05, -0.15, -0.11], [0.06, 0.02, -0.06], [-0.01, -0.04, 0.04], [0.03, -0.01, 0.01], [-0.03, 0.01, -0.05], [0.11, 0.09, 0.00], [0.01, 0.01, -0.02], [-0.07, -0.13, -0.11], [-0.05, -0.09, 0.16], [0.01, 0.02, 0.02], [0.03, 0.18, -0.06], [0.00, -0.02, 0.05], [-0.02, 0.02, -0.03], [-0.09, -0.03, 0.00], [-0.01, 0.09, 0.09], [0.12, 0.04, 0.02], [-0.17, -0.08, -0.22], [0.09, 0.13, 0.14], [0.17, -0.07, -0.03], [-0.08, -0.09, 0.00], [-0.15, 0.06, 0.01], [0.06, 0.23, -0.05], [0.02, -0.26, 0.22], [-0.03, 0.19, -0.08], [-0.08, -0.03, 0.03], [0.05, 0.02, 0.02], [0.00, -0.01, 0.03], [-0.04, 0.02, -0.04], [-0.05, -0.12, 0.03], [-0.02, -0.01, 0.00], [-0.05, 0.18, 0.00], [0.19, 0.04, 0.03], [0.01, -0.03, 0.00], [-0.06, -0.12, -0.10], [0.03, -0.01, 0.03], [-0.02, 0.00, -0.02], [-0.01, 0.07, -0.01], [0.06, -0.10, -0.04]], "total_charge": 0, "smiles": "CC(=O)OCCN(S(=O)(=O)F)S(=O)(=O)F.COCCOCCOC.COCCOCCOC.COCCOCCOC.COCCOCCOC", "orbital_gap_ev": 9.40, "e_lumo_ev": 0.33, "de_lowest_kj_mol": 0.00, "energy_ha": -3509.53121}



- Number 2 is which compound?
  C28H63F2NO18S2